Record 1
{
  "formula": "C5H8N",
  "method": "wB97M-V/def2-TZVPD",
  "symbols": ["C", "C", "C", "C", "C", "N", "H", "H", "H", "H", "H", "H", "H", "H"],
  "positions_angstrom": [[1.76, 0.96, -0.04], [0.40, 1.28, -0.34], [2.05, -0.50, -0.06], [0.68, -0.19, 0.53], [-2.35, 0.28, 0.20], [-0.22, 0.05, -0.54], [2.25, 1.72, 0.49], [2.03, -1.10, -0.91], [2.90, -0.68, 0.73], [0.41, -0.31, 1.54], [-2.51, 1.29, -0.27], [-2.71, -0.53, -0.59], [-1.97, -0.01, 1.20], [-0.54, -0.50, -1.27]],
  "mulliken_charge": [0.0167, -0.3728, -0.5688, -0.0516, -0.3463, -0.1568, 0.3642, 0.3167, 0.2502, 0.3423, 0.3163, 0.2588, 0.2952, 0.3360],
  "relative_energy_ev": 8.272,
  "energy_ev": -6789.81661,
  "total_charge": 1
}

***

Record 2
{
  "formula": "C5H8N",
  "method": "wB97M-V/def2-TZVPD",
  "symbols": ["C", "C", "C", "C", "C", "N", "H", "H", "H", "H", "H", "H", "H", "H"],
  "positions_angstrom": [[1.50, 0.03, -0.64], [0.43, 0.64, -0.10], [0.53, 1.52, 1.04], [-0.71, -1.55, -0.38], [-0.93, 0.00, -0.55], [2.41, -0.44, -1.11], [-0.31, 2.23, 1.01], [1.56, 1.92, 1.32], [0.32, 0.81, 1.95], [-1.76, -1.99, -0.09], [0.00, -1.75, 0.49], [-0.28, -2.00, -1.23], [-1.82, 0.45, -0.03], [-0.92, 0.14, -1.68]],
  "mulliken_charge": [0.2157, 0.4578, -1.1071, -1.0458, -0.2451, -0.1337, 0.3544, 0.3990, 0.3513, 0.3048, 0.3330, 0.4103, 0.4017, 0.3038],
  "relative_energy_ev": 3.803,
  "energy_ev": -6794.28493,
  "total_charge": 1
}

***

Record 3
{
  "formula": "C5H8N",
  "method": "wB97M-V/def2-TZVPD",
  "symbols": ["C", "C", "C", "C", "C", "N", "H", "H", "H", "H", "H", "H", "H", "H"],
  "positions_angstrom": [[-3.09, -0.37, -0.11], [-1.94, -0.22, 0.22], [0.14, 1.36, -0.14], [0.63, -0.07, -0.35], [1.84, -0.81, 0.10], [-0.51, 0.21, 0.53], [-4.08, -0.74, -0.33], [0.78, 2.04, 0.49], [-0.25, 1.76, -1.04], [0.35, -0.38, -1.41], [2.35, -0.24, 0.90], [2.50, -1.00, -0.83], [1.47, -1.69, 0.48], [-0.20, 0.16, 1.47]],
  "mulliken_charge": [-0.0109, -0.4613, -0.4236, 0.1687, -1.2017, 0.1205, 0.4315, 0.2778, 0.3119, 0.3570, 0.3197, 0.3405, 0.3772, 0.3924],
  "relative_energy_ev": 4.625,
  "smiles": "C#C[N@@H+]1C[C@H]1C",
  "energy_ev": -6793.46374,
  "total_charge": 1
}